1.
{"formula": "CH3N3S", "method": "ωB97M-V/def2-TZVPD", "elements": ["C", "N", "N", "N", "S", "H", "H", "H"], "coordinates": [[0.7514, 0.9692, 0.3676], [-1.3375, -2.0426, -1.2687], [-1.7289, -1.5470, -0.3341], [1.4383, 1.1269, -0.6852], [-2.3123, -0.9370, 0.9122], [1.0537, 0.4289, 1.3001], [-0.1967, 1.3627, 0.4244], [2.3320, 0.6388, -0.7162]], "mulliken_charge": [-0.33, -0.16, 0.25, -0.48, -0.08, 0.23, 0.33, 0.24], "total_charge": 0, "largest_force_ha_per_bohr": 0.09645, "gap_ev": 10.5, "total_energy_ha": -602.29083, "homo_ev": -10.04, "e_above_lowest_ev": 0.111}


2.
{"formula": "C21H37N8OS3Sc", "method": "ωB97M-V/def2-TZVPD", "elements": ["Sc", "C", "C", "N", "C", "C", "N", "C", "C", "N", "H", "H", "H", "H", "H", "H", "H", "H", "H", "H", "H", "H", "H", "H", "H", "C", "C", "S", "C", "C", "S", "H", "H", "H", "H", "H", "H", "O", "N", "C", "C", "C", "C", "C", "S", "H", "H", "H", "H", "C", "N", "C", "N", "C", "N", "C", "N", "C", "C", "H", "H", "H", "H", "H", "H", "H", "H", "H", "H", "H", "H"], "coordinates": [[-0.0730, 0.4600, 1.0534], [0.6784, 3.1223, -0.8395], [-0.7906, 3.1798, -0.3933], [-0.9141, 2.7600, 0.9930], [-0.3762, 3.7002, 1.9756], [0.2931, 2.9924, 3.1507], [1.1122, 1.8433, 2.7226], [2.4563, 2.2129, 2.2735], [2.4553, 2.7639, 0.8471], [1.4598, 2.1417, -0.0572], [0.7158, 2.8599, -1.8979], [1.1450, 4.1076, -0.7602], [-1.1866, 4.1880, -0.5762], [-1.3977, 2.4840, -0.9767], [-1.8690, 2.4838, 1.1993], [0.3346, 4.3553, 1.4697], [-1.1567, 4.3602, 2.3691], [0.9065, 3.7207, 3.6976], [-0.4714, 2.6136, 3.8239], [1.1978, 1.2115, 3.5128], [2.8996, 2.9739, 2.9302], [3.0790, 1.3249, 2.3357], [2.2563, 3.8342, 0.8776], [3.4628, 2.6581, 0.4345], [1.9424, 1.5230, -0.6945], [-3.8592, -0.9371, 3.7786], [-3.0196, -0.3921, 2.6503], [-1.5349, 0.4153, 3.1576], [-3.3727, -0.4937, 1.3605], [-4.6228, -1.1732, 0.8849], [-2.3790, 0.1543, 0.0424], [-3.5077, -0.5462, 4.7316], [-3.7976, -2.0279, 3.8296], [-4.9128, -0.6702, 3.6767], [-5.2913, -1.4296, 1.7060], [-4.3848, -2.0929, 0.3439], [-5.1648, -0.5297, 0.1882], [-0.0552, -1.5894, 1.3221], [0.8484, -2.5407, 1.3632], [0.4171, -3.7934, 1.6323], [1.2959, -4.8388, 1.6758], [2.6508, -4.5860, 1.4367], [3.0667, -3.3076, 1.1716], [2.1542, -2.2394, 1.1335], [2.5379, -0.6096, 0.8280], [-0.6482, -3.8504, 1.7960], [0.9289, -5.8305, 1.8907], [3.3692, -5.3937, 1.4612], [4.1060, -3.0800, 0.9856], [0.0396, -1.6071, -1.8235], [0.0891, -2.2941, -3.1095], [-0.9355, -1.7184, -3.9806], [-0.7282, -0.2835, -4.1890], [-0.7706, 0.3736, -2.8866], [0.2579, -0.1421, -1.9547], [1.5700, 0.0374, -2.6106], [1.6577, -0.6250, -3.9079], [1.3990, -2.0542, -3.7093], [0.5987, -0.0906, -4.7674], [0.8267, -2.0069, -1.1827], [-0.9297, -1.7601, -1.3480], [-1.9147, -1.8714, -3.5232], [-0.9111, -2.2254, -4.9477], [-1.7518, 0.2231, -2.4360], [-0.6035, 1.4448, -3.0330], [2.3434, -0.3625, -1.9499], [1.7420, 1.1073, -2.7729], [2.1705, -2.4648, -3.0537], [1.4527, -2.5598, -4.6760], [0.6435, -0.5915, -5.7370], [0.7706, 0.9784, -4.9189]], "mulliken_charge": [-0.13, -0.76, -0.71, 0.08, -0.75, -1.11, 0.24, -1.19, -0.71, -0.22, 0.33, 0.55, 0.45, 0.28, 0.45, 0.31, 0.55, 0.42, 0.40, 0.36, 0.44, 0.40, 0.51, 0.29, 0.31, -1.71, 0.88, -0.52, 0.41, -1.62, -0.31, 0.41, 0.28, 0.38, 0.39, 0.25, 0.30, -0.17, 0.29, -0.32, -0.79, -0.20, -0.98, 0.90, -0.59, 0.48, 0.42, 0.39, 0.47, -0.87, 0.12, -0.67, 0.12, -0.84, 1.42, -1.30, 0.09, -0.70, -0.76, 0.18, 0.15, 0.35, 0.35, 0.15, 0.27, 0.30, 0.40, 0.34, 0.35, 0.34, 0.35], "total_charge": 0, "largest_force_ha_per_bohr": 0.01076, "gap_ev": 6.4, "total_energy_ha": -3291.07798, "homo_ev": -6.09, "e_above_lowest_ev": 0.098}


3.
{"formula": "C4H7NO2", "method": "ωB97M-V/def2-TZVPD", "elements": ["O", "C", "C", "O", "C", "N", "C", "H", "H", "H", "H", "H", "H", "H"], "coordinates": [[-1.2317, -0.5278, 1.3855], [-0.9868, 0.0211, 0.1036], [-0.1636, 1.2971, 0.2063], [1.1768, 1.0143, 0.6160], [1.7422, -0.0522, 0.0087], [1.1943, -0.9583, -0.6800], [-0.2558, -0.9466, -0.8295], [-0.5080, -1.1235, 1.6148], [-1.9701, 0.2671, -0.3123], [-0.1277, 1.8084, -0.7651], [-0.5748, 1.9688, 0.9613], [2.8155, -0.0661, 0.1929], [-0.5094, -0.7386, -1.8767], [-0.6010, -1.9638, -0.6257]], "mulliken_charge": [-0.55, 0.02, -0.45, -0.37, 0.08, -0.51, -0.70, 0.36, 0.37, 0.31, 0.32, 0.41, 0.35, 0.35], "total_charge": 0, "largest_force_ha_per_bohr": 0.00669, "gap_ev": 10.7, "total_energy_ha": -361.82797, "homo_ev": -9.87, "e_above_lowest_ev": 1.439}


4.
{"formula": "C32H81GaNO19S6", "method": "ωB97M-V/def2-TZVPD", "elements": ["C", "C", "C", "C", "C", "C", "C", "C", "C", "Ga", "C", "C", "N", "C", "O", "C", "C", "H", "H", "H", "H", "H", "H", "H", "H", "H", "H", "H", "H", "H", "H", "H", "H", "H", "H", "H", "H", "H", "H", "H", "H", "H", "H", "H", "H", "H", "H", "H", "H", "H", "O", "S", "O", "O", "C", "C", "C", "H", "H", "H", "H", "H", "H", "H", "H", "O", "S", "O", "O", "C", "C", "C", "H", "H", "H", "H", "H", "H", "H", "H", "O", "S", "O", "O", "C", "C", "C", "H", "H", "H", "H", "H", "H", "H", "H", "O", "S", "O", "O", "C", "C", "C", "H", "H", "H", "H", "H", "H", "H", "H", "O", "S", "O", "O", "C", "C", "C", "H", "H", "H", "H", "H", "H", "H", "H", "O", "S", "O", "O", "C", "C", "C", "H", "H", "H", "H", "H", "H", "H", "H"], "coordinates": [[7.2976, -4.0383, -2.1345], [6.5901, -2.7272, -2.4433], [5.8850, -2.7358, -3.8141], [4.4112, -2.3116, -3.7710], [4.1419, -0.9171, -4.3843], [2.8454, -0.8862, -5.1793], [1.5890, -1.2233, -4.3342], [0.7856, -2.3588, -4.9586], [-0.6346, -2.4857, -4.4021], [-0.6616, -3.7228, -2.7680], [-0.9966, -2.7485, -0.9889], [-2.2010, -1.8263, -0.9385], [-2.3828, -1.1648, 0.3971], [-1.9076, -5.3541, -3.0519], [-3.1784, -5.0761, -3.6934], [-4.1338, -4.6015, -2.7542], [-4.8121, -3.3681, -3.3196], [7.9603, -4.3106, -2.9540], [6.5579, -4.8192, -1.9872], [7.9110, -3.9735, -1.2421], [5.8699, -2.5177, -1.6579], [7.3203, -1.9182, -2.4069], [6.0008, -3.7218, -4.2565], [6.4353, -2.0479, -4.4535], [3.7769, -3.0233, -4.2937], [4.0842, -2.2873, -2.7365], [4.1474, -0.1533, -3.6058], [4.9665, -0.6975, -5.0622], [2.7016, 0.0796, -5.6655], [2.9531, -1.6142, -5.9813], [1.9619, -1.5070, -3.3524], [0.9827, -0.3295, -4.2065], [0.7976, -2.2194, -6.0417], [1.3221, -3.2810, -4.7355], [-1.0955, -1.5108, -4.2382], [-1.2350, -2.9701, -5.1741], [0.8350, -4.3732, -2.6601], [-1.0812, -3.4710, -0.1725], [-0.1194, -2.1280, -0.7841], [-3.1371, -2.3489, -1.1188], [-2.0838, -1.0079, -1.6427], [-1.4632, -0.8589, 0.7033], [-2.6627, -1.8892, 1.0529], [-2.0485, -5.9056, -2.1160], [-1.3742, -6.0381, -3.7134], [-3.5934, -4.3755, -1.8368], [-4.8951, -5.3637, -2.5567], [-5.5639, -2.9656, -2.6423], [-5.2904, -3.5923, -4.2630], [-4.0485, -2.6087, -3.4615], [0.6218, 2.4782, 5.4427], [0.3599, 2.9389, 4.1093], [-0.7527, 3.7987, 3.8492], [0.2927, 1.6935, 3.1312], [-0.6048, 0.6098, 3.4672], [-2.0488, 0.9391, 3.1484], [1.8201, 3.6609, 3.4412], [-0.4779, 0.3365, 4.5162], [-0.2687, -0.2343, 2.8682], [-2.4286, 1.7244, 3.8033], [-2.6727, 0.0557, 3.2770], [-2.1469, 1.2857, 2.1206], [2.6517, 2.9811, 3.6030], [1.9844, 4.5985, 3.9676], [1.6632, 3.8436, 2.3817], [7.9516, -4.5516, 1.2351], [8.8082, -4.2382, 2.3362], [10.1245, -4.7933, 2.4133], [8.0286, -4.5484, 3.6921], [7.4388, -5.8560, 3.8333], [8.4626, -6.9169, 4.1862], [8.9048, -2.4912, 2.5324], [6.8931, -6.1138, 2.9245], [6.7091, -5.7559, 4.6344], [9.1511, -7.0927, 3.3607], [7.9605, -7.8563, 4.4188], [9.0539, -6.6072, 5.0480], [7.8985, -2.0824, 2.5181], [9.4843, -2.1082, 1.6955], [9.4057, -2.2725, 3.4715], [-5.2512, 6.2140, -1.0167], [-5.4547, 5.0381, -0.2218], [-6.0766, 5.1406, 1.0645], [-4.0753, 4.2690, -0.0811], [-2.9266, 5.0078, 0.3861], [-2.9348, 5.2106, 1.8874], [-6.2906, 3.8148, -1.1710], [-2.8557, 5.9569, -0.1488], [-2.0676, 4.4059, 0.0961], [-3.7365, 5.8824, 2.1961], [-1.9874, 5.6373, 2.2132], [-3.0843, 4.2619, 2.4001], [-5.7876, 3.7120, -2.1281], [-7.3126, 4.1600, -1.3102], [-6.2782, 2.8786, -0.6193], [-4.9392, -3.9260, -6.5310], [-3.8026, -3.7299, -7.3761], [-3.0739, -2.5007, -7.3710], [-4.2163, -4.0750, -8.8895], [-5.3603, -3.3952, -9.4259], [-5.0455, -1.9702, -9.8404], [-2.6893, -5.0659, -7.1256], [-6.1807, -3.4278, -8.7060], [-5.6639, -3.9793, -10.2939], [-4.8231, -1.3478, -8.9748], [-5.8972, -1.5356, -10.3660], [-4.1740, -1.9462, -10.4946], [-3.2450, -5.9976, -7.1777], [-2.2621, -4.9317, -6.1313], [-1.9151, -5.0227, -7.8877], [-4.7885, 10.3247, 3.6554], [-4.9650, 10.7747, 2.3077], [-6.0423, 11.6567, 1.9767], [-4.9945, 9.5163, 1.3406], [-5.9192, 8.4458, 1.6477], [-7.3391, 8.7774, 1.2391], [-3.4566, 11.4647, 1.7146], [-5.8585, 8.1944, 2.7076], [-5.5678, 7.5873, 1.0850], [-7.7526, 9.5812, 1.8483], [-7.9703, 7.8967, 1.3572], [-7.3709, 9.1009, 0.1986], [-2.6478, 10.7726, 1.9304], [-3.3055, 12.4050, 2.2397], [-3.5501, 11.6387, 0.6462], [1.5132, 0.6781, 11.6691], [2.7568, 0.7073, 10.9605], [3.5876, 1.8706, 11.0061], [2.4973, 0.3000, 9.4466], [1.4720, 1.0163, 8.7184], [1.9277, 2.3810, 8.2529], [3.7188, -0.7017, 11.3994], [0.5689, 1.0827, 9.3267], [1.2411, 0.3889, 7.8598], [2.0828, 3.0553, 9.0961], [1.1812, 2.8159, 7.5988], [2.8722, 2.3060, 7.7135], [3.0957, -1.5880, 11.3222], [4.0508, -0.5560, 12.4248], [4.5728, -0.7621, 10.7305]], "mulliken_charge": [-1.17, -0.37, -0.79, -0.04, -0.93, -0.97, -0.21, -0.86, -0.11, 0.05, -0.84, -0.32, -0.51, -0.59, -0.42, -0.31, -0.90, 0.35, 0.35, 0.21, 0.29, 0.28, 0.44, 0.27, 0.06, 0.30, 0.21, 0.52, 0.40, 0.39, 0.04, 0.52, 0.43, -0.03, 0.53, -0.29, -0.47, 0.32, 0.32, 0.19, 0.13, 0.19, 0.29, 0.45, 0.28, 0.35, 0.25, 0.40, 0.21, 0.17, -0.59, 1.14, -0.56, -0.29, -0.27, -1.06, -1.02, 0.19, 0.32, 0.39, 0.39, 0.28, 0.33, 0.37, 0.35, -0.58, 1.21, -0.62, -0.30, -0.35, -0.97, -0.96, 0.32, 0.27, 0.29, 0.39, 0.26, 0.31, 0.37, 0.34, -0.65, 1.27, -0.61, -0.26, -0.43, -0.57, -1.11, 0.36, 0.31, 0.13, 0.37, 0.12, 0.33, 0.39, 0.35, -0.68, 1.28, -0.62, -0.29, -0.35, -0.98, -0.70, 0.30, 0.28, 0.29, 0.39, 0.25, 0.33, 0.08, 0.37, -0.65, 1.20, -0.62, -0.23, 0.31, -1.21, -0.93, 0.37, -0.26, 0.39, 0.37, 0.30, 0.31, 0.37, 0.31, -0.64, 1.22, -0.61, -0.27, -0.32, -0.85, -0.93, 0.34, 0.18, 0.38, 0.30, 0.25, 0.31, 0.37, 0.31], "total_charge": -1, "largest_force_ha_per_bohr": 0.02177, "gap_ev": 5.9, "total_energy_ha": -7065.98099, "homo_ev": -4.39}


5.
{"formula": "C4H16NO2", "method": "ωB97M-V/def2-TZVPD", "elements": ["C", "C", "C", "C", "N", "H", "H", "H", "H", "H", "H", "H", "H", "H", "H", "H", "H", "H", "H", "O", "H", "H", "O"], "coordinates": [[0.2826, -0.9692, 0.7410], [-0.6143, -0.0722, 1.6946], [-0.0707, 1.4639, 1.8804], [-0.5253, 2.3304, 0.7298], [0.3152, -0.5297, -0.7150], [1.3313, -0.8430, 1.2303], [-0.0914, -1.9914, 0.7119], [-1.6256, -0.0041, 1.3068], [-0.6507, -0.5296, 2.6803], [-0.5161, 1.7945, 2.7877], [1.0102, 1.5779, 2.0498], [0.0761, 2.0916, -0.0946], [-0.2671, 3.4026, 1.0530], [-1.6341, 2.4407, 0.7671], [0.1893, 0.5351, -0.8917], [-0.5809, -0.9157, -1.1302], [1.2263, -0.6701, -1.2380], [-2.0209, -1.8443, -2.8580], [-2.7881, -2.0095, -1.4827], [-1.9287, -1.7977, -1.9037], [3.2319, -0.4638, -2.6783], [2.6381, -1.8725, -2.5756], [3.0129, -1.1239, -2.0650]], "mulliken_charge": [-0.57, -0.64, -0.48, -1.26, -0.12, 0.30, 0.36, 0.32, 0.37, 0.38, 0.33, 0.47, 0.30, 0.33, 0.28, 0.35, 0.34, 0.30, 0.31, -0.67, 0.34, 0.35, -0.71], "total_charge": 1, "largest_force_ha_per_bohr": 0.08760, "gap_ev": 11.5, "total_energy_ha": -366.97621, "homo_ev": -14.58, "e_above_lowest_ev": 1.450}


6.
{"formula": "C4H5O2", "method": "ωB97M-V/def2-TZVPD", "elements": ["C", "C", "C", "C", "O", "O", "H", "H", "H", "H", "H"], "coordinates": [[-0.2368, -1.0278, -0.1514], [-2.2320, 0.2393, 0.1335], [0.7863, -0.2754, -0.1492], [1.9040, 0.5004, 0.1386], [-1.5871, -0.9747, 0.0604], [-1.7358, 1.2896, -0.1112], [-0.1619, -2.1761, -0.3411], [-3.2340, 0.1803, 0.3893], [1.4935, 1.5462, -0.2773], [2.6178, 0.5201, -0.7546], [2.3861, 0.1780, 1.0631]], "mulliken_charge": [0.30, 0.14, 0.21, -0.93, -0.18, -0.34, 0.35, 0.43, 0.29, 0.38, 0.34], "multiplicity": 3, "total_charge": 1, "largest_force_ha_per_bohr": 0.17043, "gap_ev": [9.6, 7.2], "total_energy_ha": -305.39567, "homo_ev": [-14.12, -16.36], "e_above_lowest_ev": 0.721}